35
Properties=species:S:1:pos:R:3 method="wB97M-V/def2-TZVPD" multiplicity=2 homo_lumo_gap_ev="7.8 / 7.8" max_force_ev_per_a=0.7 total_charge=0 s2=0.76 lumo_energy_ha="-0.022 / -0.022"
Ru -0.47530 -0.41715 -0.91310
O 1.44737 -0.70087 -0.98897
N 2.08219 -0.35713 0.15676
C 3.37235 0.01743 0.05482
C 4.09231 0.28497 1.18275
C 3.46467 0.15873 2.42968
C 2.14788 -0.21626 2.50224
C 1.42003 -0.47311 1.33022
S -0.24937 -0.89355 1.25664
H 3.74362 0.07369 -0.95666
H 5.12208 0.59463 1.09141
H 4.01418 0.37395 3.33604
H 1.63209 -0.30592 3.44764
C -1.96543 3.06365 -0.50180
C -0.97005 2.22248 0.27328
C 0.04769 3.06014 1.02859
O -0.23891 1.40474 -0.65167
H -2.55846 3.67014 0.18544
H -2.64635 2.43422 -1.07328
H -1.44232 3.73134 -1.19006
H -1.50960 1.58851 0.98295
H 0.60500 3.69230 0.33455
H 0.75903 2.42524 1.56105
H -0.45141 3.70206 1.75719
F -4.18997 -1.49505 -1.95242
B -3.47932 -0.44716 -1.42492
F -2.46680 -0.00373 -2.34776
F -2.67339 -0.92187 -0.29818
F -4.25491 0.60854 -1.01779
Cl 0.37630 -5.74855 -2.53968
C -0.76188 -4.87970 -1.50459
Cl -2.41304 -5.40308 -1.80453
Cl -0.33504 -5.05526 0.19667
C -0.66170 -3.44812 -1.83298
N -0.58355 -2.34023 -2.10955